1.
C57H51FGeP3SiSr as an isolated structure. Source: OMol25; level of theory: ωB97M-V with the def2-TZVPD basis set.

The geometry in XYZ format:
```
115
Properties=species:S:1:pos:R:3:forces:R:3
Sr -0.957570 -0.929782 -0.567956 0.1 0.0 -0.1
F 2.971514 2.888627 1.486765 -0.1 -0.1 0.0
Ge 1.646987 1.741795 1.217910 0.1 0.0 0.1
C 0.137798 3.002506 1.185492 0.0 0.1 0.0
C 0.191290 3.855173 2.292006 0.0 0.0 0.0
C -0.721019 4.885560 2.459191 0.0 0.0 0.0
C -1.703819 5.093919 1.503343 0.0 0.0 0.0
C -1.771104 4.264580 0.394810 0.0 0.0 0.1
C -0.866384 3.215653 0.224930 0.0 0.0 0.0
P -1.062501 2.095327 -1.207300 0.0 -0.1 0.1
C -2.827669 2.234471 -1.643687 0.0 -0.1 0.2
C -3.286207 2.602359 -2.901359 0.0 0.0 -0.1
C -4.649788 2.581102 -3.173055 0.0 0.0 0.0
C -5.555798 2.197935 -2.198377 0.0 0.0 0.0
C -5.101588 1.830584 -0.936598 0.0 0.0 0.0
C -3.745348 1.842921 -0.665066 0.1 0.0 0.0
C -0.228032 2.841205 -2.628348 0.0 0.1 0.0
C 0.136271 4.183335 -2.680233 0.0 0.0 0.0
C 0.730363 4.692902 -3.826841 0.0 0.0 0.0
C 0.947252 3.870008 -4.923860 0.0 0.0 0.0
C 0.581521 2.531011 -4.875606 0.0 0.0 0.0
C 0.006017 2.016042 -3.724861 0.0 0.0 0.0
C 1.678168 0.914354 3.001361 -0.1 0.0 0.0
C 2.700301 1.356232 3.842394 0.0 0.0 0.0
C 2.697498 1.044650 5.193581 0.0 0.0 0.0
C 1.658828 0.305382 5.739674 0.0 0.0 -0.1
C 0.642099 -0.151367 4.916798 0.1 0.0 0.0
C 0.647627 0.144622 3.554786 0.1 0.0 0.0
P -0.609886 -0.617816 2.491807 -0.1 0.1 0.1
C -0.859509 -2.234853 3.303291 -0.1 0.0 0.0
C -1.999453 -2.621584 4.002344 0.0 0.0 0.0
C -2.061509 -3.880041 4.589333 0.0 0.0 0.0
C -0.990187 -4.754060 4.490760 0.0 0.0 0.0
C 0.154849 -4.365708 3.807383 0.0 0.0 0.0
C 0.215843 -3.116918 3.213692 0.0 -0.1 0.0
C -2.161518 0.298991 2.738875 0.0 0.0 0.1
C -3.345298 -0.246897 2.235133 0.0 -0.1 0.0
C -4.546981 0.435077 2.353037 0.0 0.0 0.0
C -4.567862 1.695542 2.933666 0.0 0.0 0.0
C -3.388483 2.263623 3.398291 0.0 0.0 0.0
C -2.191286 1.566673 3.315311 0.0 0.0 0.0
C 2.234737 1.119640 -0.553067 0.0 0.1 0.0
C 2.592571 2.266028 -1.276685 0.0 0.0 0.0
C 3.155060 2.189768 -2.539097 0.0 0.0 0.0
C 3.352249 0.950777 -3.120299 0.0 0.0 0.0
C 3.009061 -0.197532 -2.425007 0.0 0.0 0.0
C 2.475726 -0.138691 -1.135289 0.0 -0.1 0.0
P 2.078031 -1.712150 -0.273957 0.1 0.1 0.1
C 3.353938 -1.846581 1.026384 0.0 -0.1 0.0
C 3.462974 -3.077328 1.680757 0.0 0.0 0.0
C 4.404829 -3.262233 2.677356 0.0 0.1 0.0
C 5.244791 -2.214152 3.041475 0.0 -0.1 0.0
C 5.149528 -0.996698 2.390397 0.0 0.0 0.0
C 4.211520 -0.813427 1.379857 0.1 0.1 0.0
C 2.567491 -2.997922 -1.459465 0.0 0.0 0.0
C 1.573416 -3.555210 -2.260073 0.1 0.0 0.0
C 1.895586 -4.504346 -3.222165 0.0 0.1 0.0
C 3.211798 -4.907285 -3.374721 0.0 0.0 0.0
C 4.208292 -4.362451 -2.571346 0.0 0.0 0.0
C 3.892042 -3.409316 -1.619005 -0.1 0.0 0.0
H 0.966676 3.716658 3.037974 0.0 0.0 0.0
H -0.658484 5.528357 3.327693 0.0 0.0 0.0
H -2.414436 5.902445 1.615537 0.0 0.0 0.0
H -2.545435 4.427972 -0.343767 0.0 0.0 0.0
H -2.591984 2.903752 -3.675153 0.0 0.0 0.0
H -5.000743 2.865703 -4.156243 0.0 0.0 0.0
H -6.614523 2.182027 -2.419764 0.0 0.0 0.0
H -5.804458 1.537501 -0.167698 0.0 0.0 0.0
H -3.390445 1.580477 0.327321 0.0 0.0 0.0
H -0.038011 4.828651 -1.827614 0.0 0.0 0.0
H 1.015535 5.736049 -3.868111 0.0 0.0 0.0
H 1.404380 4.274830 -5.817464 0.0 0.0 0.0
H 0.753239 1.885108 -5.727042 0.0 0.0 0.0
H -0.262120 0.965756 -3.682863 0.0 0.0 0.0
H 3.502276 1.957679 3.435968 0.0 0.0 0.0
H 3.507573 1.389486 5.823027 0.0 0.0 0.0
H 1.645606 0.072903 6.796104 0.0 0.0 0.0
H -0.152197 -0.758696 5.333240 0.0 0.0 0.0
H -2.836754 -1.948721 4.116996 0.0 0.1 0.0
H -2.950581 -4.170276 5.133423 0.0 0.0 0.0
H -1.043987 -5.732249 4.949551 0.0 0.0 0.0
H 1.004184 -5.033760 3.739184 0.0 0.0 0.0
H 1.121039 -2.810653 2.704634 0.0 0.0 -0.1
H -3.348987 -1.237751 1.786397 0.0 0.0 0.0
H -5.460413 -0.015793 1.986705 0.0 0.0 0.0
H -5.502045 2.233743 3.025705 0.0 0.0 0.0
H -3.400032 3.250483 3.842197 0.0 0.0 0.0
H -1.280749 2.008517 3.700827 0.0 0.0 0.0
H 2.446395 3.246838 -0.840644 0.0 0.0 0.0
H 3.415222 3.097910 -3.066444 0.0 0.0 0.0
H 3.776880 0.867063 -4.112197 0.0 0.0 0.0
H 3.181598 -1.157675 -2.891111 0.0 0.0 0.0
H 2.819600 -3.902545 1.392586 0.0 0.0 0.0
H 4.488953 -4.222554 3.169185 0.0 0.0 0.0
H 5.979321 -2.355055 3.823352 0.0 0.0 0.0
H 5.812108 -0.183888 2.657914 0.0 0.0 0.0
H 4.171622 0.137613 0.861328 0.0 0.0 0.0
H 0.538515 -3.245291 -2.147271 0.0 0.0 0.0
H 1.116587 -4.927022 -3.843200 0.0 0.0 0.0
H 3.464976 -5.651279 -4.118533 0.0 0.0 0.0
H 5.235104 -4.682153 -2.691615 0.0 0.0 0.0
H 4.672195 -2.986008 -0.997900 0.0 0.0 0.0
C -1.112450 -1.634960 -4.702699 0.0 0.0 0.0
Si -2.086059 -2.170371 -3.149027 0.0 0.0 -0.1
C -2.192603 -4.061682 -3.332670 0.0 0.0 0.0
C -3.859979 -1.559676 -3.475539 0.0 0.0 0.0
H -1.524838 -2.113454 -5.597104 0.0 0.0 0.0
H -0.052673 -1.901507 -4.644495 0.0 0.0 0.0
H -1.175820 -0.555219 -4.863638 0.0 0.0 0.0
H -2.600709 -4.334838 -4.310830 0.0 0.0 0.0
H -2.839929 -4.499066 -2.568256 0.0 0.0 0.0
H -1.215242 -4.544432 -3.240245 0.0 0.0 0.0
H -4.226821 -1.876564 -4.456888 0.0 0.0 0.0
H -3.930113 -0.468912 -3.427635 0.0 0.0 0.0
H -4.545081 -1.959479 -2.722043 0.0 0.0 0.0
```
Positions in Å, forces in eV/Å.

As for the total charge: +1. The spin multiplicity is 1. The value obtained for the electronic energy is -155747.667 eV.

***

2.
C57H51N6O6PS2TeTl as an isolated structure. Source: OMol25; level of theory: ωB97M-V with the def2-TZVPD basis set.

The geometry in XYZ format:
```
125
Properties=species:S:1:pos:R:3:forces:R:3
Tl 0.005157 -1.209552 -0.662433 0.2 -0.3 -0.1
C 1.524081 2.128347 4.726013 0.0 0.0 0.0
N 1.614102 1.101851 3.709975 0.0 0.0 0.0
C 0.830074 0.972808 2.593608 0.0 0.0 0.0
N 1.146027 -0.101133 1.908638 0.1 0.0 0.1
C 2.168182 -0.702789 2.581643 0.0 0.2 0.2
C 2.475941 0.027294 3.712100 -0.1 -0.1 0.0
C 3.392067 -0.290875 4.814129 0.0 0.0 0.0
C 3.445045 -1.601764 5.296585 -0.1 0.0 0.0
C 4.291366 -1.936180 6.339221 0.0 0.0 0.0
C 5.101088 -0.971553 6.927073 0.0 0.0 0.0
C 5.060206 0.331073 6.454449 0.0 0.0 0.0
C 4.216178 0.666984 5.404954 0.1 0.0 0.0
C 2.825013 -1.938749 2.132613 0.0 0.0 0.0
C 4.215458 -2.012433 2.076206 -0.1 0.1 -0.1
C 4.831123 -3.185494 1.679538 0.0 0.0 0.0
C 4.064986 -4.289734 1.330646 0.0 0.0 0.0
C 2.683413 -4.219112 1.385102 0.0 0.0 -0.1
C 2.061438 -3.047570 1.789168 -0.1 0.0 0.0
P -0.415304 2.219291 2.144425 0.0 -0.3 0.0
C 0.202921 2.638286 0.483860 -0.1 0.5 0.1
N 0.471380 1.876465 -0.553401 -0.3 -0.1 0.1
C 0.992659 2.692763 -1.511557 -0.2 0.3 -0.4
C 1.034268 3.993165 -1.053784 0.0 -0.1 -0.1
N 0.526412 3.949980 0.223123 0.0 -0.1 0.1
C 0.526745 5.046082 1.176755 0.0 0.0 0.0
C 1.515530 5.208339 -1.722271 0.0 0.1 0.0
C 0.794711 6.403061 -1.688874 0.0 0.0 0.0
C 1.252539 7.529133 -2.357466 0.0 0.0 0.0
C 2.435351 7.479155 -3.079840 0.0 0.0 0.0
C 3.154655 6.291519 -3.128659 0.0 0.1 0.0
C 2.704214 5.169439 -2.454824 0.1 -0.1 0.1
C 1.408827 2.234903 -2.850031 0.0 -0.1 -0.2
C 2.358356 1.227690 -2.994707 0.2 0.3 -0.1
C 2.810123 0.881632 -4.262339 0.0 0.1 -0.1
C 2.306578 1.523672 -5.384311 0.0 -0.1 0.1
C 1.330331 2.502985 -5.244912 0.0 0.1 0.0
C 0.883757 2.857964 -3.982580 0.0 0.0 0.0
C -1.848424 1.165235 1.823251 0.0 0.1 0.0
N -1.924306 0.200489 0.943402 -0.1 0.1 0.2
C -3.146639 -0.378474 1.100816 -0.2 0.1 0.1
C -3.851522 0.285571 2.078844 0.1 0.0 -0.1
N -3.008651 1.271928 2.546117 0.0 -0.1 -0.1
C -3.250708 2.151626 3.669124 0.0 0.0 0.0
C -5.190128 0.000147 2.595370 -0.1 0.0 0.1
C -6.138321 0.997540 2.828358 0.0 0.0 0.0
C -7.408709 0.674949 3.284737 0.0 0.0 0.0
C -7.751539 -0.650095 3.512418 0.0 0.0 0.0
C -6.813271 -1.649344 3.280418 -0.1 0.0 0.0
C -5.543789 -1.331717 2.827404 0.0 0.0 0.0
C -3.564852 -1.480180 0.217683 -0.1 -0.1 0.1
C -2.847933 -2.713171 0.211770 -0.1 -0.2 0.2
C -3.106554 -3.581257 -0.882551 0.0 0.1 -0.1
C -4.095507 -3.323150 -1.803136 0.0 0.0 0.1
C -4.883020 -2.171150 -1.698285 -0.1 0.0 0.1
C -4.585528 -1.254835 -0.699452 -0.3 -0.3 0.1
H 0.553245 2.612086 4.659562 0.0 0.0 0.0
H 1.633655 1.681081 5.712779 0.0 0.0 0.0
H 2.297628 2.887661 4.594936 0.0 0.0 0.0
H 2.810887 -2.352768 4.843125 0.0 0.0 0.0
H 4.317103 -2.957431 6.698169 0.0 0.0 0.0
H 5.762143 -1.235079 7.743519 0.0 0.0 0.0
H 5.697454 1.089197 6.893807 0.0 0.0 0.0
H 4.224246 1.678068 5.018472 0.0 0.0 0.0
H 4.803280 -1.131736 2.307625 0.0 0.0 0.0
H 5.910931 -3.229153 1.607587 0.0 0.0 0.0
H 4.547801 -5.191662 0.977042 0.0 0.0 0.0
H 2.081047 -5.063296 1.078952 0.0 0.0 0.0
H 0.980370 -2.989126 1.863095 0.0 0.0 0.0
H 1.187600 5.827923 0.812990 0.0 0.0 0.0
H -0.474720 5.457448 1.311672 0.0 0.0 0.0
H 0.889092 4.700610 2.141489 0.0 0.0 0.0
H -0.151986 6.441352 -1.163959 0.0 0.0 0.0
H 0.674007 8.444353 -2.324150 0.0 0.0 0.0
H 2.791511 8.356530 -3.604905 0.0 0.0 0.0
H 4.075355 6.238239 -3.695826 0.0 0.0 0.0
H 3.271366 4.248172 -2.487663 0.0 0.0 0.0
H 2.747232 0.701457 -2.127188 -0.3 0.5 -1.0
H 3.546787 0.094800 -4.356067 -0.1 0.0 0.0
H 2.651136 1.238304 -6.370760 0.0 0.0 0.0
H 0.910803 2.984438 -6.120127 0.0 0.0 0.0
H 0.117204 3.614443 -3.863220 0.0 0.1 0.0
H -4.075236 1.755943 4.256293 0.0 0.0 0.0
H -2.366480 2.202075 4.302096 0.0 0.0 0.0
H -3.501764 3.162423 3.339423 0.0 0.0 0.0
H -5.892868 2.032324 2.619192 0.0 0.0 0.0
H -8.137471 1.460484 3.446618 0.0 0.0 0.0
H -8.744880 -0.902424 3.863273 0.0 0.0 0.0
H -7.072222 -2.685793 3.458238 0.0 0.0 0.0
H -4.797685 -2.101433 2.663826 0.0 0.0 0.0
H -1.390617 -4.035804 1.006011 0.0 0.0 -0.1
H -2.515827 -4.487290 -0.965220 0.0 0.0 0.0
H -4.264912 -4.020419 -2.616098 0.0 0.0 0.0
H -5.670492 -1.970396 -2.413314 0.0 0.0 0.0
H -5.123730 -0.313470 -0.651062 0.0 0.0 0.0
O -2.937653 0.561488 -2.082277 0.2 0.3 -0.3
H -2.961090 -0.117221 -1.394545 0.1 0.0 -0.2
H -1.998589 0.684961 -2.263163 0.0 0.0 0.0
O 3.308407 1.321384 -0.184837 0.3 0.0 0.3
H 2.398873 1.636727 -0.139130 0.2 -0.2 0.2
H 3.194445 0.443283 -0.611799 0.2 -0.1 0.6
O 2.257388 -1.951971 -3.662271 0.2 -0.3 0.5
S 2.600034 -2.271041 -2.225328 0.0 -0.4 -0.3
O 2.488441 -0.989445 -1.434112 0.0 -0.6 0.3
O 1.562448 -3.193765 -1.701761 0.1 0.0 0.1
O 3.940461 -2.823556 -2.138342 0.1 0.1 0.0
S -1.910523 -2.610275 2.859086 0.1 0.0 0.0
C -1.978638 -3.151872 1.251490 0.0 0.0 0.1
C -0.204439 -3.990313 -4.048087 0.2 0.0 0.1
Te -0.141563 -1.849205 -4.163540 -0.7 0.3 -0.5
C -2.254745 -2.313200 -4.726284 0.2 0.0 0.1
C -2.128636 -3.559597 -5.537156 0.0 0.0 -0.1
C -2.909926 -3.870299 -6.644322 0.0 0.0 0.0
C -2.700528 -5.044139 -7.361826 0.0 0.0 0.0
C -1.699017 -5.921292 -6.974970 0.0 0.0 0.0
C -0.892164 -5.607704 -5.884638 0.0 0.0 0.0
C -1.089037 -4.433747 -5.172161 0.0 0.1 0.0
H -0.618639 -4.234271 -3.068070 0.0 0.0 0.0
H 0.806708 -4.385822 -4.093075 0.0 0.0 0.0
H -2.777621 -1.514787 -5.252273 0.1 0.0 0.0
H -2.783964 -2.509387 -3.789011 0.1 0.1 -0.1
H -3.686788 -3.179067 -6.954032 0.0 0.0 0.0
H -3.320035 -5.271363 -8.222423 0.0 0.0 0.0
H -1.530676 -6.838300 -7.528101 0.0 0.0 0.0
H -0.084726 -6.273292 -5.599600 0.0 0.0 0.0
```
Positions in Å, forces in eV/Å.

As for the total charge: -2. The expectation value of S² is 0.771. As for the energy above the lowest of the compared OMol25 structures with the same formula, charge and spin: 8.6 kcal/mol. The spin multiplicity is 2.